19
Properties=species:S:1:pos:R:3:forces:R:3:lowdin_charge:R:1 method="wB97M-V/def2-TZVPD" energy_ev=-9924.906 spin_multiplicity=1 homo_lumo_gap_ev=7.309 total_charge=-1 largest_force_ev_per_a=4.1
C -1.517 -1.465 -0.706 -0.264 0.371 0.447 -0.097
C -1.475 -0.548 0.542 -0.433 -1.036 -0.053 -0.340
N -1.593 0.882 0.315 2.449 0.839 -1.460 -0.026
C -0.227 1.436 -0.595 2.128 0.876 2.875 -0.143
C 1.065 1.012 0.052 0.180 -0.303 0.159 -0.347
O 1.314 -0.326 -0.273 0.067 -0.186 0.021 -0.162
H -1.688 -0.878 -1.602 0.105 0.087 -0.294 0.058
H -2.329 -2.180 -0.652 -0.369 -0.161 0.106 0.047
H -0.612 -2.031 -0.805 0.591 -0.038 -0.205 0.051
H -2.339 -0.802 1.158 -0.212 0.119 0.117 0.085
H -0.617 -0.845 1.140 0.291 0.365 0.018 0.093
H -1.534 1.014 -0.695 -3.816 -0.844 -1.115 -0.020
H -0.385 2.511 -0.514 0.012 -0.059 -0.137 0.102
H -0.113 1.135 -1.630 -0.755 -0.434 -0.483 0.106
H 1.911 1.625 -0.268 0.021 0.370 -0.268 0.108
H 1.013 1.156 1.129 -0.134 0.006 0.287 0.109
H 3.582 -0.905 1.892 -0.009 -0.037 -0.005 -0.145
H 2.148 -0.542 0.299 0.391 0.242 0.197 0.015
O 3.396 -0.251 1.212 -0.242 -0.176 -0.208 -0.496

=====

102
Properties=species:S:1:pos:R:3:forces:R:3:lowdin_charge:R:1 method="wB97M-V/def2-TZVPD" energy_ev=-104112.277 spin_multiplicity=1 homo_lumo_gap_ev="4.365 / 4.366" total_charge=+2 largest_force_ev_per_a=1.4
Au -0.685 1.349 -0.544 -0.570 0.175 -0.227 0.763
O 1.637 1.208 1.696 -0.052 0.296 0.633 -0.079
C 2.910 0.864 1.334 0.649 -0.295 -0.701 -0.243
C 3.981 0.576 2.169 -0.267 0.084 0.268 0.002
C 5.225 0.321 1.616 -0.042 0.022 -0.075 -0.041
C 5.423 0.338 0.245 0.108 0.013 -0.015 -0.051
C 4.348 0.558 -0.592 -0.072 0.089 0.238 -0.072
C 3.090 0.791 -0.048 -0.516 -0.015 0.278 -0.273
P 1.683 1.085 -1.155 0.722 0.140 0.056 1.025
C 2.284 2.640 -1.863 -0.049 -0.063 -0.070 -0.389
C 2.930 2.740 -3.088 -0.165 -0.020 0.134 -0.081
C 3.487 3.952 -3.458 0.056 0.135 -0.151 -0.055
C 3.410 5.050 -2.616 0.010 0.006 -0.032 -0.056
C 2.773 4.946 -1.388 0.027 0.003 0.041 -0.065
C 2.209 3.743 -1.014 0.091 -0.126 -0.105 -0.131
C 1.851 -0.211 -2.402 -0.051 -0.006 -0.052 -0.438
C 1.216 -0.044 -3.634 0.138 -0.001 0.298 -0.134
C 1.301 -1.038 -4.590 -0.030 -0.114 -0.139 -0.073
C 2.000 -2.207 -4.320 -0.095 0.116 0.000 -0.067
C 2.597 -2.392 -3.084 -0.008 0.002 0.048 -0.071
C 2.508 -1.409 -2.116 0.093 0.318 -0.121 -0.142
C 1.205 1.247 2.999 -0.408 -0.217 0.357 -0.254
C 1.881 1.814 4.072 0.141 0.111 -0.161 0.000
C 1.320 1.751 5.338 -0.007 -0.044 -0.117 -0.033
C 0.099 1.128 5.550 -0.065 -0.050 0.002 -0.044
C -0.618 0.649 4.470 -0.035 -0.051 -0.098 -0.054
C -0.077 0.727 3.192 0.817 0.346 -0.812 -0.273
P -1.110 0.357 1.735 -0.928 -0.600 -0.237 1.099
C -1.461 -1.411 1.872 0.139 0.147 -0.232 -0.374
C -0.540 -2.251 2.499 -0.019 0.271 -0.013 -0.072
C -0.800 -3.607 2.595 0.020 -0.135 -0.016 -0.065
C -1.959 -4.134 2.042 0.015 0.097 0.130 -0.070
C -2.864 -3.303 1.399 -0.072 -0.023 -0.007 -0.053
C -2.614 -1.946 1.301 0.119 0.016 0.064 -0.139
C -2.583 1.279 2.270 0.011 0.067 -0.224 -0.383
C -3.761 0.728 2.760 0.181 -0.040 -0.071 -0.070
C -4.767 1.569 3.210 -0.152 0.108 0.026 -0.046
C -4.618 2.945 3.149 -0.055 -0.087 0.076 -0.050
C -3.435 3.496 2.678 0.049 0.048 -0.030 -0.067
C -2.418 2.665 2.253 -0.081 -0.118 -0.020 -0.138
H 3.859 0.553 3.240 0.031 -0.003 0.055 0.109
H 6.055 0.125 2.274 0.104 -0.048 0.103 0.118
H 6.408 0.186 -0.168 0.083 -0.063 -0.013 0.117
H 4.477 0.559 -1.665 0.032 -0.027 -0.065 0.120
H 2.997 1.883 -3.743 0.056 -0.037 -0.048 0.104
H 3.991 4.031 -4.409 0.063 0.056 -0.099 0.115
H 3.853 5.989 -2.909 0.059 0.077 -0.062 0.113
H 2.724 5.799 -0.728 -0.007 0.067 0.052 0.113
H 1.706 3.639 -0.063 -0.040 0.077 0.169 0.100
H 0.660 0.864 -3.828 -0.038 0.073 -0.141 0.106
H 0.821 -0.906 -5.548 -0.039 0.028 -0.092 0.113
H 2.065 -2.981 -5.070 0.033 -0.048 -0.098 0.113
H 3.123 -3.310 -2.869 0.036 -0.070 0.025 0.116
H 2.951 -1.568 -1.143 0.017 -0.035 -0.012 0.110
H 2.821 2.325 3.927 0.057 -0.031 -0.045 0.126
H 1.843 2.198 6.170 0.090 0.014 0.059 0.121
H -0.303 1.041 6.547 -0.048 0.029 0.053 0.119
H -1.594 0.208 4.607 -0.115 0.031 0.080 0.122
H 0.365 -1.836 2.923 0.015 -0.047 0.050 0.111
H -0.107 -4.255 3.114 0.060 0.001 -0.011 0.117
H -2.154 -5.194 2.113 -0.040 -0.095 0.020 0.119
H -3.767 -3.718 0.981 -0.087 -0.020 -0.090 0.120
H -3.312 -1.304 0.787 -0.097 -0.001 -0.080 0.076
H -3.889 -0.343 2.819 -0.008 -0.024 0.007 0.104
H -5.674 1.146 3.616 -0.078 -0.043 -0.009 0.118
H -5.412 3.590 3.493 -0.083 0.043 0.032 0.117
H -3.312 4.570 2.658 0.043 0.056 0.035 0.112
H -1.468 3.078 1.931 0.031 0.097 -0.015 0.095
Cl -3.014 -0.555 -1.893 0.049 0.869 0.137 0.599
C -2.788 1.058 -1.317 -0.380 -0.255 0.909 -0.613
H -3.486 1.265 -0.512 0.125 0.056 0.140 0.005
H -2.896 1.752 -2.142 0.522 0.206 0.014 0.015
C -2.550 6.696 -0.927 -0.582 0.492 0.366 0.009
N -1.736 5.579 -1.329 0.281 -0.519 0.065 -0.110
C -0.932 5.501 -2.423 0.359 -0.327 -0.310 -0.020
C -0.414 4.239 -2.439 -0.026 0.354 -0.552 -0.122
N -0.895 3.551 -1.368 -0.131 -1.126 0.152 -0.018
C -1.687 4.386 -0.725 -0.319 -0.029 0.340 -0.149
H -2.347 7.552 -1.569 0.023 -0.130 0.072 0.105
H -2.345 6.967 0.112 0.049 0.006 -0.171 0.103
H -3.604 6.426 -1.014 0.086 0.125 -0.040 0.106
H -0.776 6.326 -3.086 -0.010 0.205 -0.152 0.134
H 0.256 3.811 -3.154 0.197 -0.098 -0.136 0.106
H -2.240 4.143 0.157 -0.218 0.030 0.209 0.108
N -1.028 -4.146 -3.124 -0.201 -0.725 -0.315 0.132
C -0.758 -3.777 -1.875 0.335 1.295 0.380 -0.813
S -0.490 -2.147 -1.508 0.035 -0.376 -0.034 0.640
N -0.660 -4.645 -0.869 0.003 -0.472 0.396 0.050
C -0.787 -6.047 -0.832 0.014 -0.404 -0.031 -0.240
C 0.034 -6.721 0.072 -0.081 0.094 -0.148 -0.030
C -0.046 -8.093 0.194 -0.106 -0.057 -0.013 -0.066
C -0.955 -8.803 -0.575 -0.021 -0.031 -0.005 -0.071
C -1.792 -8.132 -1.450 0.135 -0.147 0.036 -0.066
C -1.715 -6.757 -1.587 0.059 0.168 0.123 -0.036
H -1.066 -3.440 -3.839 0.112 0.013 0.151 0.101
H -1.081 -5.116 -3.398 0.004 0.077 0.043 0.102
H -0.378 -4.228 0.012 -0.068 0.103 -0.358 0.092
H 0.738 -6.159 0.669 0.118 0.076 0.033 0.114
H 0.599 -8.610 0.888 0.069 -0.047 0.068 0.112
H -1.017 -9.874 -0.481 -0.025 -0.143 0.007 0.110
H -2.516 -8.686 -2.024 -0.107 -0.053 -0.103 0.112
H -2.414 -6.252 -2.235 -0.075 0.112 -0.058 0.108